{
  "formula": "C5H8N2",
  "method": "ωB97M-V/def2-TZVPD",
  "symbols": ["C", "N", "C", "C", "C", "C", "N", "H", "H", "H", "H", "H", "H", "H", "H"],
  "xyz": [[2.41463, -1.10990, 0.33999], [1.12315, -0.84077, -0.26108], [0.36201, 0.00923, 0.33865], [-0.84647, 0.46313, -0.25192], [-1.87953, 1.25121, 0.48978], [-1.09442, -0.09126, -1.53786], [-0.40083, -0.62293, -2.42458], [3.21145, -0.81609, -0.35152], [2.51288, -2.18803, 0.51021], [2.57396, -0.58724, 1.29728], [0.62119, 0.41904, 1.32468], [-2.69002, 1.55979, -0.17877], [-1.41157, 2.16547, 0.87440], [-2.31835, 0.72249, 1.34407], [-2.17807, -0.33416, -1.51332]],
  "atomic_forces_ev_per_a": [[-0.1, -0.1, 0.2], [0.4, 0.2, 0.2], [-0.1, 0.4, 0.3], [1.2, 0.0, 0.9], [0.2, 0.3, -0.2], [-1.5, -1.0, -0.3], [0.1, 0.3, 0.0], [-0.2, -0.1, 0.0], [0.0, 0.1, -0.1], [0.0, -0.1, -0.2], [0.1, -0.1, 0.0], [0.1, -0.1, 0.1], [-0.1, -0.1, 0.1], [0.1, 0.0, -0.1], [-0.2, 0.1, -0.9]],
  "nbo_charge": [-0.44, -0.33, 0.01, 0.01, -0.65, -0.12, -0.13, 0.22, 0.21, 0.17, 0.16, 0.23, 0.23, 0.23, 0.21],
  "homo_lumo_gap_ev": [7.71, 8.24],
  "multiplicity": 1,
  "homo_ev": [-8.8, -8.2],
  "e_lumo_ev": [-1.09, 0.07]
}

=====

{
  "formula": "C5H8N2",
  "method": "ωB97M-V/def2-TZVPD",
  "symbols": ["C", "C", "C", "C", "N", "C", "N", "H", "H", "H", "H", "H", "H", "H", "H"],
  "xyz": [[2.38146, -0.46813, 0.19654], [0.83412, -0.11273, 0.17462], [-0.27652, -0.74946, -0.32608], [-1.39689, 0.13693, -0.18172], [-2.73685, -0.17160, -0.50346], [-0.89640, 1.33135, 0.29170], [0.49843, 1.21077, 0.53120], [2.55959, -0.89341, 1.17837], [2.66278, -1.19830, -0.57311], [3.15467, 0.33593, 0.10949], [-0.29255, -1.74761, -0.73255], [-3.41978, 0.12096, 0.18617], [-2.88672, -1.14928, -0.71969], [-1.49499, 2.18858, 0.61726], [1.30965, 1.16601, -0.24874]],
  "atomic_forces_ev_per_a": [[-0.8, -0.3, 0.3], [0.8, -1.0, -0.5], [0.2, -0.3, 0.2], [0.5, 0.0, 0.2], [0.2, -0.1, 0.2], [0.4, -0.2, -0.3], [0.6, -0.6, -0.2], [0.2, -0.3, 0.1], [-0.4, 0.1, 0.2], [-1.2, 0.0, 0.0], [-0.1, -0.1, 0.0], [0.2, 0.1, -0.1], [0.2, 0.2, 0.1], [0.7, -0.2, -0.3], [-1.6, 2.8, 0.2]],
  "nbo_charge": [-0.66, 0.11, -0.36, 0.13, -0.81, -0.16, -0.55, 0.23, 0.23, 0.23, 0.22, 0.38, 0.37, 0.21, 0.44],
  "homo_lumo_gap_ev": 9.02,
  "multiplicity": 1,
  "homo_ev": -8.0,
  "e_lumo_ev": 1.01
}

=====

{
  "formula": "C5H8N2",
  "method": "ωB97M-V/def2-TZVPD",
  "symbols": ["C", "C", "C", "N", "C", "C", "N", "H", "H", "H", "H", "H", "H", "H", "H"],
  "xyz": [[-0.42367, 0.10117, -1.25892], [0.37928, -0.15982, 0.04183], [1.11687, -1.47462, 0.28835], [0.97266, 1.01011, 0.66862], [-0.34771, 0.59092, 1.11954], [-1.53990, 1.17238, 0.51647], [-2.53696, 1.57153, 0.07742], [-1.42597, 0.74865, -1.10757], [-0.83324, -0.83891, -1.61750], [0.22060, 0.55939, -2.01462], [1.92799, -1.61566, -0.43863], [1.57525, -1.49765, 1.28597], [0.43902, -2.32930, 0.20280], [0.94645, 1.82961, 0.06982], [-0.47066, 0.33221, 2.16641]],
  "atomic_forces_ev_per_a": [[-0.6, 0.0, -0.6], [-0.6, 0.1, -0.4], [-0.3, 0.2, -0.1], [-0.1, 0.2, -0.3], [-0.4, 0.1, 0.2], [-1.8, 1.3, 1.9], [0.5, 0.2, 1.3], [3.3, -1.8, -1.3], [0.3, -0.3, -0.3], [-0.1, -0.2, -0.1], [-0.2, 0.2, 0.1], [-0.2, 0.2, -0.2], [0.0, 0.1, 0.0], [-0.1, 0.0, 0.0], [0.2, -0.2, -0.1]],
  "nbo_charge": [-0.69, 0.13, -0.61, -0.55, -0.21, 0.28, -0.34, 0.28, 0.22, 0.22, 0.22, 0.23, 0.22, 0.36, 0.24],
  "homo_lumo_gap_ev": 11.29,
  "multiplicity": 1,
  "homo_ev": -10.4,
  "smiles": "CC1(C)N[C@H]1C#N",
  "e_lumo_ev": 0.91
}

=====

{
  "formula": "C5H8N2",
  "method": "ωB97M-V/def2-TZVPD",
  "symbols": ["C", "C", "C", "C", "N", "C", "N", "H", "H", "H", "H", "H", "H", "H", "H"],
  "xyz": [[0.74174, -2.13441, 0.73921], [0.78696, -0.62446, 0.95045], [0.01490, 0.30200, 0.07716], [-1.20386, 1.07571, 0.18566], [-1.37526, 1.72175, -1.09065], [-0.21134, 1.49172, -1.77094], [0.68364, 0.82980, -1.03367], [-0.36046, -2.45623, 0.98335], [1.03363, -2.19111, -0.27174], [1.53567, -2.64477, 1.53184], [1.83207, -0.39319, 0.71456], [0.58965, -0.30564, 2.00956], [-1.87627, 1.00925, 0.97864], [-2.26023, 2.09238, -1.45327], [0.06914, 2.22718, -2.55014]],
  "atomic_forces_ev_per_a": [[-1.2, -0.2, 3.6], [0.7, 1.2, 1.8], [-1.6, 3.6, -1.2], [2.7, -2.4, -2.7], [0.2, -1.2, 2.3], [1.2, 1.5, 1.1], [-1.6, -1.0, -1.4], [2.2, -0.1, -0.8], [0.2, -1.2, -1.2], [-2.2, 1.1, -2.3], [-0.1, 0.4, 0.4], [0.3, -0.6, -0.7], [-1.5, 0.2, 0.7], [0.9, -0.1, 0.4], [-0.2, -1.1, 0.1]],
  "nbo_charge": [-0.59, -0.44, 0.11, -0.12, -0.54, 0.16, -0.47, 0.20, 0.21, 0.21, 0.22, 0.21, 0.21, 0.42, 0.20],
  "homo_lumo_gap_ev": 9.39,
  "multiplicity": 1,
  "homo_ev": -8.5,
  "smiles": "CCc1c[nH]cn1",
  "e_lumo_ev": 0.91
}

=====

{
  "formula": "C5H8N2",
  "method": "ωB97M-V/def2-TZVPD",
  "symbols": ["C", "C", "C", "N", "C", "N", "C", "H", "H", "H", "H", "H", "H", "H", "H"],
  "xyz": [[-2.74190, 0.12496, -0.03187], [-1.21324, 0.05284, -0.03359], [-0.48637, 1.14514, -0.28173], [0.92600, 0.97006, -0.26493], [1.40034, -0.26099, 0.11231], [2.73341, -0.68848, 0.10289], [0.70104, -1.29416, 0.53292], [-3.19077, -0.53053, -0.78877], [-3.13426, -0.20406, 0.93362], [-3.16517, 1.13976, -0.21420], [-0.79840, 2.18738, -0.49700], [1.57665, 1.73110, -0.34663], [3.29854, -0.62917, 0.92251], [3.10591, -1.04956, -0.74917], [0.85737, -2.37787, 0.48557]],
  "atomic_forces_ev_per_a": [[0.3, -0.5, 0.2], [0.7, 0.0, 0.3], [1.1, -0.6, 0.2], [0.3, -0.5, 0.2], [0.0, -0.7, 0.2], [1.2, 1.2, -0.4], [-4.4, 1.5, -1.0], [0.2, 0.0, 0.1], [0.0, 0.0, 0.0], [0.7, -0.4, 0.1], [-0.1, -0.9, 0.1], [-0.1, 0.0, 0.0], [0.2, 0.0, 0.0], [0.3, 0.0, -0.1], [-0.4, 0.8, 0.1]],
  "nbo_charge": [-0.68, -0.05, -0.16, -0.58, 0.22, -0.86, -0.14, 0.21, 0.22, 0.21, 0.20, 0.40, 0.39, 0.39, 0.22],
  "homo_lumo_gap_ev": [8.43, 8.42],
  "multiplicity": 1,
  "homo_ev": [-7.8, -7.8],
  "e_lumo_ev": [0.59, 0.59]
}

=====

{
  "formula": "C5H8N2",
  "method": "ωB97M-V/def2-TZVPD",
  "symbols": ["C", "C", "C", "N", "C", "N", "C", "H", "H", "H", "H", "H", "H", "H", "H"],
  "xyz": [[-2.41543, -0.18323, -0.00754], [-0.80896, 0.42065, -0.04890], [-1.60022, 1.31675, -0.61515], [1.88493, 1.24602, -0.37334], [1.61661, 0.05608, 0.01618], [2.56081, -0.94373, 0.26993], [0.22758, -0.35393, 0.29777], [-2.52813, -0.91348, -0.80550], [-2.33631, -0.65047, 0.98202], [-3.30941, 0.44579, 0.02959], [-1.97250, 2.15879, -0.03112], [2.88591, 1.35527, -0.54968], [2.26003, -1.89699, 0.12398], [3.48000, -0.77314, -0.11601], [0.05510, -1.28438, 0.82778]],
  "atomic_forces_ev_per_a": [[-0.3, -0.4, 0.1], [-0.1, 0.2, -0.1], [0.4, -0.1, 0.2], [0.1, -0.3, 0.1], [-0.1, 0.2, 0.0], [0.0, 0.0, -0.1], [-0.1, 0.0, 0.0], [0.1, 0.1, 0.1], [0.1, 0.1, -0.1], [0.2, -0.1, 0.0], [0.1, -0.1, -0.1], [-0.2, 0.0, 0.0], [-0.1, 0.1, 0.0], [-0.2, 0.0, 0.1], [0.0, 0.1, -0.2]],
  "nbo_charge": [-0.60, 0.15, -0.24, -0.72, 0.43, -0.83, -0.46, 0.24, 0.24, 0.28, 0.21, 0.32, 0.38, 0.38, 0.22],
  "homo_lumo_gap_ev": 8.73,
  "multiplicity": 1,
  "homo_ev": -7.9,
  "e_lumo_ev": 0.88
}

=====

{
  "formula": "C5H8N2",
  "method": "ωB97M-V/def2-TZVPD",
  "symbols": ["C", "C", "C", "C", "N", "N", "C", "H", "H", "H", "H", "H", "H", "H", "H"],
  "xyz": [[1.22965, -2.11084, -0.47117], [0.69667, -0.86550, -1.09785], [-1.12497, 0.77900, -0.31181], [-0.63864, -0.37266, -1.05577], [-0.74357, -1.14426, -2.02909], [-0.54648, 0.82051, 0.81107], [-0.67051, 1.97717, 1.63633], [0.38968, -2.71778, -0.14017], [1.80891, -2.66157, -1.22068], [1.90272, -1.91446, 0.37572], [1.49611, -0.13432, -1.33457], [-1.73657, 1.57528, -0.75849], [-0.95000, 2.87182, 1.06599], [0.29923, 2.12446, 2.11842], [-1.41222, 1.77316, 2.41206]],
  "atomic_forces_ev_per_a": [[-0.2, -0.2, 0.0], [-0.1, -0.4, -0.4], [0.1, 0.0, 0.5], [0.3, -0.2, 0.0], [1.4, 0.6, 0.0], [-0.2, 0.2, -0.2], [-0.1, 0.3, 0.3], [0.1, -0.2, 0.1], [-0.1, -0.1, 0.2], [-0.3, 0.1, -0.1], [-0.7, -0.4, -0.9], [0.0, -0.2, 0.2], [-0.1, 0.0, 0.2], [-0.2, 0.2, 0.1], [0.1, 0.2, 0.1]],
  "nbo_charge": [-0.63, -0.10, 0.04, 0.13, -0.28, -0.33, -0.45, 0.22, 0.21, 0.22, 0.19, 0.18, 0.18, 0.21, 0.22],
  "homo_lumo_gap_ev": 9.30,
  "multiplicity": 1,
  "homo_ev": -8.9,
  "smiles": "C/N=C/C1=N[C@@H]1C",
  "e_lumo_ev": 0.43
}

=====

{
  "formula": "C5H8N2",
  "method": "ωB97M-V/def2-TZVPD",
  "symbols": ["C", "N", "C", "C", "C", "C", "N", "H", "H", "H", "H", "H", "H", "H", "H"],
  "xyz": [[1.53436, 0.76113, 0.78142], [0.53249, 0.16276, -0.06614], [0.53650, 0.35109, -1.43364], [-0.71359, 0.01366, -1.90483], [-1.47602, -0.42644, -0.79194], [-0.65226, -0.36497, 0.31601], [-0.76101, -0.88243, 1.61469], [1.82624, 0.08403, 1.58580], [2.40775, 1.01450, 0.17261], [1.14482, 1.70118, 1.19324], [1.50072, 0.01386, -1.76305], [-1.05828, 0.05187, -2.93172], [-2.48185, -0.81926, -0.80865], [-0.77491, -0.17365, 2.33564], [-1.56495, -1.48733, 1.70055]],
  "atomic_forces_ev_per_a": [[0.1, -0.1, 0.2], [-0.1, -0.3, 0.1], [-0.1, -0.6, 0.2], [0.0, -0.1, 0.0], [-0.1, 0.0, 0.2], [0.0, 0.1, 0.0], [-0.3, 0.1, 0.2], [0.0, 0.1, 0.0], [-0.2, -0.2, 0.1], [0.2, -0.2, 0.1], [0.5, 1.2, -1.3], [0.2, -0.2, 0.2], [0.0, 0.1, 0.0], [-0.1, 0.0, 0.1], [0.0, 0.1, 0.1]],
  "nbo_charge": [-0.41, -0.34, -0.14, -0.26, -0.36, 0.31, -0.83, 0.21, 0.22, 0.20, 0.21, 0.22, 0.22, 0.37, 0.38],
  "homo_lumo_gap_ev": 8.40,
  "multiplicity": 1,
  "homo_ev": -7.5,
  "smiles": "Cn1cccc1N",
  "e_lumo_ev": 0.94
}

=====

Energy relative to the best compared isomer or geometry (same formula, charge and spin)
In order: 4.078; 2.398; 2.670; 1.535; 5.281; 4.466; 3.568; 1.147
Unit: eV
Calculated total energy
In order: -8290.918; -8292.598; -8292.327; -8293.461; -8289.715; -8290.530; -8291.428; -8293.849
Unit: eV